Computed, not measured: one molecule with the formula C20H21F2N3O3, with wB97M-V/def2-TZVPD.

**Kohn-Sham gap**: 9.3 eV
**SMILES string**: CCOC(CNC(=O)c1ccc2c(c1)ncn2-c1ccc(F)c(F)c1)OCC
**Total charge**: 0
**Energy relative to the best compared isomer or geometry (same formula, charge and spin)**: 29.9 kcal/mol
**Lowest unoccupied orbital energy**: 0.02059 Eh
**F_max**: 0.9 eV Å⁻¹

```
49
Properties=species:S:1:pos:R:3:lowdin_charge:R:1
F -0.01183 7.29245 -2.02044 0.093
F -0.58512 4.83744 -3.10840 0.098
O -0.08256 -2.98874 2.74730 0.074
O 1.86168 -6.10139 -0.36243 -0.096
O 1.50697 -4.14602 -1.58936 -0.100
N -2.09316 1.90718 2.96101 0.132
N -0.14449 -3.20382 0.49901 0.083
N -1.16189 3.01043 1.25211 0.030
C -0.29340 6.24830 -1.22698 -0.209
C 3.18840 -6.39529 -0.77946 -0.250
C -0.86559 4.08921 0.41879 -0.191
C 0.68638 -4.79248 -2.55856 -0.246
C 0.03817 1.02972 0.21094 -0.006
C 1.56056 -4.74661 -0.31434 -0.386
C -1.37901 1.01129 2.20208 -0.213
C -0.58296 5.33838 0.96817 -0.008
C 0.21397 -0.32726 0.39103 -0.030
C 3.35842 -7.90404 -0.80680 -0.065
C -1.93702 3.05105 2.38834 -0.121
C 0.24280 -4.58924 0.46518 -0.084
C -0.17471 -2.48238 1.64779 -0.452
C -0.87123 3.92682 -0.96435 0.072
C -0.39669 -1.01773 1.44823 -0.133
C -1.17805 -0.34949 2.37775 0.068
C -0.30174 6.41320 0.14726 0.011
C -0.78718 1.68946 1.10855 -0.144
C -0.60122 -4.02539 -2.84614 -0.068
C -0.57942 5.00442 -1.77787 -0.196
H 0.54434 1.55084 -0.58724 0.107
H 2.65806 -8.34591 -1.51009 0.076
H -2.38914 3.96240 2.72890 0.131
H -1.11122 -4.48654 -3.68807 0.077
H -0.57157 5.46288 2.03934 0.116
H -1.27182 -4.03237 -1.99064 0.064
H 3.16290 -8.31440 0.17967 0.077
H 2.35734 -4.17739 0.19648 0.170
H 3.36889 -5.96590 -1.77391 0.122
H -0.36815 -2.99481 -3.10384 0.077
H 1.28688 -4.84380 -3.47374 0.122
H -0.53091 -5.20103 -0.00798 0.130
H 0.46639 -5.81309 -2.22983 0.123
H 0.38412 -4.92696 1.49297 0.133
H -0.12980 -2.72538 -0.38882 0.111
H 0.87281 -0.85637 -0.28256 0.112
H -1.12012 2.97958 -1.41459 0.131
H 4.37202 -8.15491 -1.10605 0.075
H -0.07891 7.38459 0.55821 0.126
H 3.89649 -5.93683 -0.07377 0.126
H -1.60740 -0.87867 3.21232 0.129
```